Entry from the OMol25 dataset: a cluster of 4 separate species, C2H6N2 in total (ωB97M-V/def2-TZVPD).

Geometry (Å):
N (0.271, -0.112, 0.418)
N (-0.357, -0.220, -0.817)
C (0.020, -1.127, -1.618)
C (-0.290, 1.033, 1.108)
H (0.787, 2.384, 1.325)
H (-0.626, 0.311, 2.562)
H (-1.414, 1.427, 0.148)
H (0.853, -1.820, -1.200)
H (1.141, -0.498, 0.655)
H (-0.384, -1.377, -2.580)

Results
LUMO: 0.21 eV
relative energy (zero: lowest compared OMol25 entry of this formula, charge and spin): 206.3 kcal/mol
electronic energy: -189.000810 Ha

***

Entry from the OMol25 dataset: a cluster of 8 separate species, C23H46Br8O7 in total (ωB97M-V/def2-TZVPD).

Geometry (Å):
Br (-8.317, -11.052, -7.809)
Br (6.323, -17.346, -3.438)
Br (-1.698, -20.378, -5.892)
Br (-5.417, -22.987, -7.232)
Br (-6.287, -16.881, -10.741)
Br (2.019, -15.647, -3.384)
Br (-11.903, -14.062, -8.890)
Br (-9.140, -20.661, -11.572)
O (-7.271, -20.209, -1.679)
O (1.406, -13.471, -8.463)
O (-3.281, -9.884, -14.483)
O (-8.899, -19.047, -0.629)
O (3.694, -13.917, -8.270)
O (-6.230, -15.876, -5.584)
O (-2.454, -11.635, -13.170)
C (-5.125, -15.571, -5.202)
C (-7.914, -19.924, -0.688)
C (-9.288, -18.345, -1.821)
C (-4.647, -10.886, -12.744)
C (-7.640, -20.557, 0.683)
C (-2.132, -9.626, -15.327)
C (-8.242, -18.860, -11.896)
C (-9.591, -12.326, -8.755)
C (0.197, -11.432, -7.826)
C (-7.370, -18.556, -10.669)
C (-3.087, -21.815, -5.939)
C (2.530, -14.218, -8.588)
C (1.591, -12.141, -7.975)
C (-4.409, -16.330, -4.055)
C (-4.369, -14.408, -5.768)
C (4.773, -16.120, -3.291)
C (-10.145, -19.161, -2.727)
C (-10.550, -13.047, -7.812)
C (-4.363, -21.402, -6.687)
C (-2.315, -10.520, -16.541)
C (2.124, -15.672, -8.938)
C (3.484, -16.936, -3.149)
C (-3.320, -10.823, -13.538)
H (-4.529, -13.530, -5.142)
H (-5.490, -11.172, -13.373)
H (-0.440, -11.785, -7.014)
H (-4.699, -15.895, -3.098)
H (-7.896, -18.872, -12.930)
H (-10.476, -18.496, -3.525)
H (-9.814, -17.430, -1.550)
H (-3.311, -14.659, -5.698)
H (-6.638, -19.353, -10.544)
H (3.310, -17.378, -2.168)
H (-11.246, -12.416, -7.258)
H (-6.774, -21.218, 0.651)
H (-4.160, -20.901, -7.633)
H (2.189, -11.569, -8.685)
H (1.552, -16.129, -8.131)
H (4.957, -15.428, -2.470)
H (3.494, -17.749, -3.875)
H (-8.386, -17.984, -2.316)
H (-10.107, -11.666, -9.452)
H (-7.546, -19.801, 1.462)
H (-4.676, -14.216, -6.797)
H (-9.546, -19.983, -3.118)
H (4.916, -15.548, -4.208)
H (-2.118, -8.605, -15.709)
H (-2.017, -11.547, -16.334)
H (2.121, -12.173, -7.023)
H (-1.183, -9.889, -14.860)
H (-0.444, -11.578, -8.696)
H (-4.688, -17.377, -3.942)
H (-4.846, -9.903, -12.318)
H (3.052, -16.230, -9.060)
H (-4.632, -11.596, -11.916)
H (-4.939, -20.693, -6.092)
H (-9.104, -18.194, -11.878)
H (0.441, -10.375, -7.719)
H (-7.980, -18.476, -9.769)
H (-2.658, -22.633, -6.519)
H (-3.195, -22.169, -4.913)
H (-10.069, -13.721, -7.104)
H (-8.986, -13.060, -9.288)
H (1.660, -15.741, -9.922)
H (-3.372, -10.470, -16.801)
H (-10.893, -19.637, -2.093)
H (-8.484, -21.215, 0.890)
H (-1.581, -10.303, -17.318)
H (-3.330, -16.339, -4.212)

Results
LUMO: 0.12 eV
relative energy (zero: lowest compared OMol25 entry of this formula, charge and spin): 7.4 kcal/mol
electronic energy: -22022.719475 Ha
SMILES: CCOC(C)=O.CCOC(C)=O.CCOC(C)=O.CC(C)=O.BrCCBr.BrCCBr.BrCCBr.BrCCBr

***

Entry from the OMol25 dataset: a cluster of 2 separate species, C4H9NO in total (ωB97M-V/def2-TZVPD).

Geometry (Å):
O (1.697, -0.847, -0.814)
N (0.866, 0.617, 0.631)
C (-1.492, 0.422, 1.332)
C (-0.007, -0.810, -1.704)
C (1.851, 0.246, -0.197)
C (-0.260, -0.166, 0.706)
H (-0.414, 0.188, -1.854)
H (2.648, 0.954, -0.424)
H (0.837, 1.571, 0.972)
H (-1.557, 0.297, 2.425)
H (-0.063, -1.222, 0.830)
H (-0.725, -1.554, -1.382)
H (0.588, -1.142, -2.555)
H (-1.579, 1.497, 1.121)
H (-2.389, -0.050, 0.913)

Results
LUMO (spin up / spin down): 0.87 / 0.87 eV
relative energy (zero: lowest compared OMol25 entry of this formula, charge and spin): 112.6 kcal/mol
electronic energy: -287.652946 Ha

***

Entry from the OMol25 dataset: a structure of composition C24H22N5O9Y (ωB97M-V/def2-TZVPD).

Geometry (Å):
Y (12.286, 10.119, 10.088)
O (18.227, 5.372, 9.480)
O (13.844, 11.765, 10.193)
O (9.198, 11.026, 12.864)
O (10.620, 11.513, 11.111)
O (17.615, 4.714, 7.437)
O (10.580, 8.683, 13.347)
O (13.958, 9.274, 11.438)
O (13.131, 8.784, 8.682)
O (10.981, 8.700, 11.176)
N (14.078, 13.496, 11.716)
N (5.921, 7.241, 6.004)
N (15.874, 12.761, 10.418)
N (17.466, 5.387, 8.476)
N (10.037, 9.524, 8.503)
C (14.930, 8.557, 11.034)
C (7.875, 8.255, 7.333)
C (14.176, 7.932, 8.629)
C (9.163, 7.756, 7.137)
C (12.721, 13.916, 5.666)
C (10.207, 8.439, 7.730)
C (16.359, 6.291, 8.539)
C (6.790, 7.664, 6.646)
C (7.676, 9.322, 8.231)
C (16.501, 11.947, 9.389)
C (10.134, 10.832, 12.100)
C (12.122, 15.026, 6.269)
C (15.579, 6.382, 7.371)
C (12.317, 12.628, 6.084)
C (15.087, 7.866, 9.796)
C (11.408, 12.479, 7.129)
C (14.458, 7.204, 7.480)
C (12.810, 11.386, 5.379)
C (10.664, 9.287, 12.272)
C (11.226, 14.837, 7.308)
C (10.855, 13.586, 7.778)
C (16.188, 6.989, 9.736)
C (8.782, 9.879, 8.862)
C (14.557, 12.642, 10.733)
H (8.627, 10.658, 9.600)
H (15.897, 5.875, 6.450)
H (13.073, 13.489, 11.773)
H (12.670, 10.497, 5.988)
H (9.333, 6.902, 6.476)
H (13.841, 11.484, 5.071)
H (13.452, 14.003, 4.860)
H (16.249, 10.889, 9.570)
H (10.266, 13.487, 8.718)
H (17.597, 12.049, 9.469)
H (15.782, 8.416, 11.759)
H (13.784, 7.311, 6.606)
H (16.160, 12.207, 8.380)
H (11.177, 11.465, 7.485)
H (16.867, 6.912, 10.581)
H (11.258, 8.162, 7.593)
H (16.379, 13.509, 10.864)
H (12.188, 11.223, 4.460)
H (10.854, 15.711, 7.831)
H (12.262, 16.017, 5.872)
H (14.550, 14.381, 11.752)
H (6.707, 9.755, 8.321)

Results
LUMO: -1.68 eV
relative energy (zero: lowest compared OMol25 entry of this formula, charge and spin): 13.6 kcal/mol
electronic energy: -1917.146474 Ha

***

Entry from the OMol25 dataset: a structure of composition C40H39BF4IN8Ru (ωB97M-V/def2-TZVPD).

Geometry (Å):
I (2.658, -0.809, 1.318)
Ru (0.477, 0.163, 0.162)
F (-2.073, -1.552, 0.773)
F (-3.228, -3.557, 1.935)
F (-1.101, -2.497, 5.987)
F (0.182, -0.574, 4.885)
N (1.068, 0.657, -1.906)
N (-0.008, 0.696, -2.739)
N (-2.183, 0.426, -1.468)
N (-1.700, 0.882, -0.287)
N (0.072, -1.682, -0.936)
N (1.026, 2.229, 0.723)
N (-0.236, 0.135, 2.044)
N (-0.789, -1.565, -1.983)
C (5.589, 2.448, -2.020)
C (-0.672, -1.236, 4.075)
C (2.464, 2.512, 0.932)
C (-3.508, 0.606, -1.573)
C (3.481, 1.285, -2.151)
C (5.441, 0.148, -1.342)
C (-1.954, -2.975, -3.689)
C (-2.880, 2.006, 1.706)
C (0.525, 3.211, -0.261)
C (1.739, -4.778, 2.186)
C (-3.279, 1.909, 4.082)
C (-2.382, -2.821, 2.676)
C (-4.313, 0.205, -2.763)
C (-1.338, -2.284, 4.683)
C (1.288, -3.637, 0.116)
C (-2.210, -3.112, 4.011)
C (0.346, -2.988, -0.823)
C (-2.778, 1.343, 0.380)
C (-1.727, -1.780, 2.052)
C (-3.925, 1.194, -0.401)
C (2.599, -3.870, -0.287)
C (-1.051, -2.770, -2.520)
C (3.052, -4.984, 1.792)
C (3.479, -4.538, 0.548)
C (4.242, 2.439, -2.341)
C (6.190, 1.300, -1.516)
C (-0.691, 1.572, -4.974)
C (0.335, 2.453, 2.007)
C (-3.299, 3.296, 4.145)
C (-0.820, -0.919, 2.703)
C (0.284, 1.369, -3.863)
C (1.603, 1.765, -3.782)
C (0.374, 1.199, 2.846)
C (-2.943, 3.397, 1.771)
C (0.856, -4.116, 1.346)
C (-3.142, 4.039, 2.983)
C (4.092, 0.136, -1.667)
C (-0.349, -3.706, -1.797)
C (2.068, 1.263, -2.563)
C (-3.087, 1.269, 2.866)
B (-1.243, -0.190, -2.496)
H (6.171, 3.350, -2.159)
H (-0.322, -4.771, -1.951)
H (0.768, 3.312, 2.534)
H (1.127, 3.183, -1.166)
H (-2.820, 3.975, 0.862)
H (3.040, 2.237, 0.055)
H (-0.265, 2.256, -5.707)
H (-3.456, 3.794, 5.093)
H (-0.923, 0.632, -5.475)
H (-2.974, -2.662, -3.467)
H (-3.096, 0.189, 2.816)
H (0.591, 4.215, 0.173)
H (1.395, 0.937, 3.141)
H (7.245, 1.305, -1.271)
H (-3.178, 5.120, 3.021)
H (5.900, -0.749, -0.948)
H (-4.925, 1.482, -0.126)
H (3.742, -5.497, 2.450)
H (2.837, 1.947, 1.777)
H (-0.190, 1.403, 3.752)
H (4.501, -4.705, 0.233)
H (3.510, -0.766, -1.550)
H (-1.975, -4.034, -3.941)
H (1.398, -5.135, 3.150)
H (-1.629, 1.993, -4.611)
H (-4.183, -0.850, -2.999)
H (3.768, 3.337, -2.719)
H (-5.367, 0.380, -2.556)
H (-1.618, -2.419, -4.564)
H (2.580, 3.584, 1.128)
H (-1.828, -0.321, -3.528)
H (-2.727, -3.924, 4.499)
H (2.929, -3.510, -1.254)
H (2.176, 2.284, -4.530)
H (-0.509, 2.989, -0.510)
H (-4.036, 0.778, -3.649)
H (-3.416, 1.321, 4.981)
H (-0.694, 2.688, 1.781)
H (-0.170, -3.957, 1.649)

Results
LUMO (spin up / spin down): 0.39 / -0.79 eV
2S+1: 2
electronic energy: -2802.755910 Ha

***

Entry from the OMol25 dataset: a structure of composition C13H29Cl2InN2P (ωB97M-V/def2-TZVPD).

Geometry (Å):
In (-0.223, 0.056, 3.523)
Cl (1.419, -1.268, 2.539)
Cl (-2.434, -0.642, 3.347)
P (0.323, 0.041, -2.279)
N (-0.785, -0.340, 7.726)
N (-0.145, -0.519, 5.652)
C (-0.898, -2.344, -3.040)
C (0.158, 1.959, -4.427)
C (-0.297, -1.811, 6.167)
C (-0.716, 2.623, -2.135)
C (-0.459, 0.349, 6.619)
C (2.546, -1.589, -1.950)
C (1.988, -0.533, -2.916)
C (2.049, -1.010, -4.367)
C (0.314, 1.795, -2.916)
C (-0.885, -0.851, -3.384)
C (-2.296, -0.267, -3.272)
C (-0.683, -1.705, 7.465)
C (-0.503, 1.827, 6.579)
H (-1.500, 2.176, 6.891)
H (0.053, -2.848, -3.248)
H (-0.766, 1.501, -4.804)
H (-0.590, 3.684, -2.383)
H (-1.150, -2.500, -1.982)
H (1.712, -0.252, -5.083)
H (1.323, 2.139, -2.625)
H (-1.094, 0.097, 8.590)
H (-1.748, 2.341, -2.383)
H (1.973, -2.525, -1.997)
H (0.060, 2.017, 3.313)
H (3.584, -1.818, -2.220)
H (-0.273, 2.203, 5.574)
H (1.012, 1.555, -4.981)
H (2.598, 0.382, -2.823)
H (1.474, -1.932, -4.529)
H (-0.904, -2.465, 8.193)
H (-0.525, -0.722, -4.417)
H (2.536, -1.231, -0.913)
H (0.693, 1.790, 3.761)
H (-0.124, -2.685, 5.564)
H (0.112, 3.033, -4.655)
H (-2.988, -0.933, -3.805)
H (-2.622, -0.210, -2.224)
H (-2.392, 0.728, -3.724)
H (-0.575, 2.511, -1.054)
H (0.219, 2.257, 7.291)
H (-1.672, -2.834, -3.647)
H (3.098, -1.231, -4.608)

Results
total charge: -1
LUMO (spin up / spin down): 2.68 / 2.68 eV
relative energy (zero: lowest compared OMol25 entry of this formula, charge and spin): 0.0 kcal/mol
electronic energy: -2074.070154 Ha

***

Entry from the OMol25 dataset: a cluster of 2 separate species, C30H37O3Si in total (ωB97M-V/def2-TZVPD).

Geometry (Å):
Si (0.340, 2.208, 3.636)
O (8.680, 2.156, 0.990)
O (2.709, -2.476, -5.908)
O (0.031, 0.663, 2.997)
C (5.116, 2.025, 0.161)
C (7.480, 0.678, -0.504)
C (6.290, 2.376, 0.792)
C (1.981, -1.094, -4.125)
C (0.022, -2.567, 4.638)
C (6.281, 0.281, -1.075)
C (1.768, -0.895, 2.644)
C (3.831, 0.753, -1.480)
C (2.055, -3.357, 3.330)
C (9.410, 3.146, 0.313)
C (1.270, -3.442, 4.634)
C (2.139, 2.613, 3.327)
C (4.635, -0.360, -3.588)
C (-0.091, 2.207, 5.454)
C (10.808, 3.846, -1.510)
C (7.479, 1.732, 0.417)
C (-0.785, 3.348, 2.689)
C (9.373, 4.450, 0.818)
C (4.378, -1.212, -4.647)
C (3.605, 0.034, -2.679)
C (3.763, -3.107, -6.680)
C (3.043, -1.607, -4.921)
C (2.259, -0.304, -3.041)
C (10.763, 5.160, -1.038)
C (10.040, 5.458, 0.121)
C (2.685, -1.969, 3.102)
C (10.127, 2.824, -0.842)
C (5.071, 0.997, -0.829)
C (0.736, -0.443, 3.404)
C (0.323, -1.067, 4.717)
H (1.150, -0.894, 5.431)
H (0.553, 1.545, 6.049)
H (4.381, -2.364, -7.207)
H (2.861, -4.103, 3.348)
H (2.370, 2.625, 2.252)
H (1.920, -3.159, 5.472)
H (8.426, 0.188, -0.744)
H (-0.664, 4.378, 3.054)
H (6.322, 3.156, 1.554)
H (-0.588, -2.833, 5.509)
H (11.298, 5.951, -1.566)
H (0.025, 3.227, 5.846)
H (9.997, 6.477, 0.502)
H (2.362, 3.612, 3.732)
H (-0.567, -0.546, 5.100)
H (8.807, 4.643, 1.728)
H (1.398, -3.608, 2.488)
H (-0.557, 3.339, 1.615)
H (1.451, 0.074, -2.416)
H (2.953, 1.214, -1.025)
H (2.056, -0.353, 1.735)
H (3.465, -2.072, 2.336)
H (6.278, -0.597, -1.717)
H (3.193, -1.666, 4.035)
H (10.141, 1.791, -1.192)
H (0.970, -4.485, 4.801)
H (4.195, 2.561, 0.399)
H (-0.586, -2.773, 3.749)
H (11.383, 3.600, -2.401)
H (4.403, -3.739, -6.046)
H (3.223, -3.724, -7.401)
H (5.647, 0.015, -3.461)
H (-1.133, 1.902, 5.620)
H (0.961, -1.371, -4.383)
H (-1.840, 3.068, 2.809)
H (5.192, -1.589, -5.271)
H (2.823, 1.898, 3.806)

Results
total charge: +1
LUMO: -5.38 eV
relative energy (zero: lowest compared OMol25 entry of this formula, charge and spin): 19.0 kcal/mol
electronic energy: -1680.344538 Ha

***

Entry from the OMol25 dataset: a cluster of 6 separate species, C34H33IN5O12Si in total (ωB97M-V/def2-TZVPD).

Geometry (Å):
I (-9.215, -0.915, -0.222)
Si (-6.526, -3.883, -0.216)
O (6.724, -0.407, -4.775)
O (-5.717, -1.289, 0.834)
O (-2.851, -6.474, -1.598)
O (-6.604, -2.801, 2.306)
O (3.685, 8.975, 1.402)
O (-1.132, 3.850, 3.980)
O (2.876, -5.155, -2.395)
O (4.728, -0.122, -3.980)
O (-0.395, 2.509, 2.451)
O (3.625, -5.757, -0.459)
O (-3.917, -5.217, -0.195)
O (2.242, 7.801, 0.300)
N (2.742, 8.199, 1.341)
N (-2.919, -5.527, -0.824)
N (3.690, -5.096, -1.482)
N (5.818, 0.296, -4.334)
N (-1.256, 2.887, 3.231)
C (1.126, 6.795, 2.574)
C (-1.721, -4.708, -0.633)
C (-3.526, 2.550, 4.141)
C (-0.614, -2.883, 0.468)
C (-7.873, -3.519, -1.515)
C (-10.033, -3.986, 0.040)
C (1.139, 6.752, 4.983)
C (-2.675, 1.015, 2.468)
C (-6.242, -2.530, 1.104)
C (0.609, 6.315, 3.773)
C (0.580, -4.234, -1.139)
C (-1.758, -3.646, 0.269)
C (7.286, 2.258, -4.635)
C (-3.861, 0.292, 2.533)
C (0.552, -3.178, -0.232)
C (2.707, 8.156, 3.809)
C (7.521, 3.622, -4.507)
C (6.063, 1.735, -4.222)
C (-9.280, -3.000, -0.966)
C (-4.874, 0.693, 3.398)
C (5.073, 2.560, -3.693)
C (2.182, 7.674, 5.003)
C (4.811, -4.166, -1.625)
C (-2.512, 2.138, 3.279)
C (4.898, -3.365, -2.762)
C (2.178, 7.710, 2.600)
C (6.819, -3.183, -0.747)
C (6.906, -2.372, -1.876)
C (5.950, -2.464, -2.883)
C (-4.710, 1.822, 4.197)
C (-0.560, -5.005, -1.343)
C (5.319, 3.923, -3.565)
C (5.768, -4.084, -0.617)
C (6.541, 4.451, -3.969)
H (1.497, -4.458, -1.688)
H (-2.661, -3.406, 0.820)
H (-5.251, -4.017, -0.952)
H (8.058, 1.622, -5.052)
H (-9.966, -2.921, -1.890)
H (4.159, -3.427, -3.553)
H (5.709, -4.707, 0.268)
H (6.731, 5.514, -3.863)
H (-7.504, -2.791, -2.322)
H (-0.526, -5.827, -2.050)
H (6.025, -1.827, -3.764)
H (7.569, -3.109, 0.033)
H (0.706, 6.447, 1.638)
H (-5.796, 0.122, 3.448)
H (4.117, 2.161, -3.375)
H (-0.629, -2.058, 1.173)
H (-9.386, -4.442, 0.852)
H (2.589, 8.013, 5.949)
H (-5.505, 2.132, 4.867)
H (1.446, -2.582, -0.069)
H (3.521, 8.871, 3.837)
H (4.558, 4.573, -3.148)
H (-10.823, -3.349, 0.586)
H (0.737, 6.371, 5.917)
H (-3.410, 3.425, 4.771)
H (-1.893, 0.692, 1.790)
H (7.724, -1.664, -1.970)
H (-6.730, -5.172, 0.464)
H (8.471, 4.040, -4.822)
H (-8.088, -4.506, -2.076)
H (-0.205, 5.598, 3.764)
H (-3.998, -0.588, 1.912)
H (-10.633, -4.747, -0.569)

Results
total charge: -1
LUMO: 0.08 eV
electronic energy: -3078.802835 Ha

***

Q: Among the records above, which one has the lowest electronic energy?
A: C23H46Br8O7

***

Q: The highest electronic energy belongs to which entry?
A: C2H6N2

***

Q: Which formula does entry 4 have?
A: C24H22N5O9Y